1.
A molecular structure, C62H69IN3PY, computed with wB97M-V/def2-TZVPD.

The geometry in XYZ format:
```
137
Properties=species:S:1:pos:R:3:mulliken_charge:R:1
Y 0.366 0.288 -0.850 -1.367
C 1.307 -2.651 1.087 -1.113
C 1.240 -2.370 -0.294 0.125
C 2.303 -1.479 -0.603 -0.562
C 2.984 -1.197 0.598 -1.231
C 2.376 -1.924 1.631 -0.605
H 0.687 -3.363 1.617 0.841
H 0.619 -2.889 -1.003 0.447
H 2.604 -1.160 -1.591 0.491
H 3.826 -0.528 0.702 0.373
H 2.673 -1.913 2.671 0.710
C -1.947 2.078 0.142 0.961
N -0.909 2.640 -0.735 2.480
C -1.533 3.222 -1.914 -1.925
C -0.191 3.697 -0.023 -2.262
C 0.755 3.160 1.015 1.789
C 1.401 4.092 1.829 -1.084
C 2.225 3.671 2.858 -1.147
C 2.359 2.305 3.082 -1.121
C 1.738 1.400 2.230 -0.086
C 0.951 1.774 1.123 1.049
H -2.695 2.840 0.411 0.567
H -1.491 1.711 1.062 -1.010
H -2.452 1.256 -0.371 -0.988
H -2.226 4.033 -1.638 0.488
H -2.074 2.445 -2.434 0.274
H -0.770 3.614 -2.585 0.210
H -0.922 4.376 0.451 0.564
H 0.348 4.288 -0.764 0.641
H 1.241 5.156 1.663 0.460
H 2.732 4.392 3.491 0.291
H 2.956 1.946 3.915 0.372
H 1.898 0.346 2.419 0.287
I -1.714 -1.655 1.390 0.075
C -3.690 -1.031 1.790 -0.718
C -4.570 -1.336 0.788 0.228
C -5.962 -1.285 1.005 -0.849
C -6.437 -1.030 2.254 -1.208
C -5.552 -0.700 3.311 0.599
C -6.050 -0.488 4.618 -0.652
C -5.213 -0.148 5.640 -1.084
C -3.860 0.118 5.363 -0.092
C -3.333 -0.039 4.107 0.879
P -1.764 0.823 3.646 0.891
C -0.655 0.451 5.051 0.580
C 0.252 -0.588 4.839 -0.375
C 1.162 -0.942 5.822 -0.513
C 1.190 -0.247 7.024 -0.589
C 0.306 0.802 7.236 -0.756
C -0.611 1.150 6.255 -0.210
C -2.278 2.551 3.976 0.335
C -1.250 3.493 4.050 -0.858
C -1.534 4.845 4.134 -0.650
C -2.853 5.283 4.130 -0.721
C -3.880 4.357 4.038 -0.580
C -3.597 2.998 3.962 -0.665
C -4.152 -0.583 3.067 0.603
H -4.196 -1.672 -0.171 0.269
H -6.631 -1.518 0.186 0.475
H -7.499 -1.078 2.467 0.333
H -7.113 -0.613 4.791 0.365
H -5.596 -0.015 6.644 0.398
H -3.235 0.526 6.148 0.351
H 0.256 -1.104 3.884 0.107
H 1.864 -1.747 5.641 0.436
H 1.910 -0.511 7.788 0.378
H 0.337 1.356 8.166 0.397
H -1.281 1.988 6.416 0.353
H -0.218 3.162 4.022 0.523
H -0.719 5.558 4.187 0.420
H -3.077 6.341 4.189 0.362
H -4.911 4.689 4.021 0.411
H -4.414 2.291 3.883 0.226
C 2.389 3.658 -2.352 -1.324
C 3.601 2.760 -2.123 0.369
C 3.726 2.275 -0.678 -1.011
C 3.710 1.603 -3.098 0.820
C 4.939 1.474 -3.738 -0.978
C 5.200 0.453 -4.633 -1.573
C 4.207 -0.473 -4.880 -0.459
C 2.966 -0.393 -4.255 1.208
C 1.967 -1.496 -4.557 2.275
C 1.566 -1.460 -6.035 -1.990
C 2.533 -2.866 -4.173 -1.381
C 2.685 0.663 -3.358 -1.607
N 1.408 0.743 -2.739 3.168
C 0.356 0.987 -3.660 -0.731
C -0.911 0.537 -3.527 -0.333
N -1.388 -0.197 -2.438 1.608
C -2.585 -0.950 -2.574 -0.678
C -2.424 -2.368 -2.542 0.455
C -3.497 -3.232 -2.383 -0.261
C -4.794 -2.755 -2.374 -1.424
C -4.975 -1.410 -2.605 -0.536
C -3.928 -0.483 -2.741 0.350
C -4.517 0.899 -3.103 0.816
C -4.846 1.781 -1.895 -1.369
C -3.920 1.691 -4.267 -2.016
C -1.107 -2.996 -2.953 3.122
C -0.826 -4.368 -2.342 -2.320
C -1.140 -3.103 -4.484 -1.758
H 2.432 4.515 -1.674 0.569
H 1.463 3.116 -2.181 -0.351
H 2.377 4.031 -3.380 0.456
H 4.480 3.385 -2.314 0.735
H 2.930 1.583 -0.406 -0.127
H 3.673 3.111 0.025 0.400
H 4.677 1.758 -0.537 0.534
H 5.712 2.207 -3.527 0.346
H 6.163 0.380 -5.123 0.359
H 4.401 -1.286 -5.570 0.343
H 1.074 -1.313 -3.962 -1.381
H 2.441 -1.585 -6.680 0.404
H 1.100 -0.503 -6.278 0.339
H 0.858 -2.256 -6.271 0.439
H 3.434 -3.098 -4.744 0.427
H 1.805 -3.654 -4.373 0.350
H 2.788 -2.904 -3.112 0.248
H 0.585 1.623 -4.515 -0.010
H -1.607 0.797 -4.317 -0.071
H -3.322 -4.298 -2.322 0.260
H -5.638 -3.421 -2.247 0.363
H -5.993 -1.041 -2.684 0.294
H -5.496 0.620 -3.496 0.627
H -3.978 2.270 -1.473 0.134
H -5.313 1.186 -1.106 0.085
H -5.550 2.564 -2.193 0.508
H -3.013 2.236 -4.040 0.462
H -4.662 2.427 -4.591 0.462
H -3.716 1.031 -5.113 0.369
H -0.303 -2.312 -2.692 -2.220
H -1.449 -5.144 -2.793 0.645
H -0.998 -4.379 -1.263 0.401
H 0.215 -4.647 -2.522 0.367
H -2.016 -3.679 -4.795 0.487
H -0.249 -3.602 -4.867 0.618
H -1.205 -2.112 -4.937 0.293
```

As for the energy relative to the best compared isomer or geometry (same formula, charge and spin): 0.496 eV. The charge is -1. For the lowest unoccupied orbital energy, the calculation gives 2.037 eV.



2.
14 unconnected molecules or ions with the total composition C62H80Br2O32S6, computed with wB97M-V/def2-TZVPD.

The geometry in XYZ format:
```
182
Properties=species:S:1:pos:R:3:mulliken_charge:R:1
Br 1.956 0.673 1.795 -0.081
C 1.380 -0.137 0.045 0.907
C 0.002 0.457 -0.294 -0.455
Br -0.947 -0.408 -1.776 -0.084
H 1.464 -1.206 0.241 -0.210
H 2.073 0.176 -0.735 -0.355
H -0.060 1.536 -0.435 0.269
H -0.584 0.373 0.622 -0.045
O -3.171 -3.796 -6.198 -0.617
S -3.402 -2.752 -5.219 0.780
O -2.374 -2.364 -4.223 -0.147
O -3.837 -1.325 -5.999 -0.106
C -4.725 -1.465 -7.104 -0.516
C -5.814 -0.397 -6.888 -0.891
C -5.012 -3.138 -4.376 -1.122
H -5.238 -2.419 -7.229 0.408
H -4.018 -1.166 -7.878 0.320
H -6.418 -0.428 -7.795 0.402
H -5.410 0.599 -6.707 0.119
H -6.256 -0.760 -5.960 0.274
H -5.848 -3.392 -5.028 0.416
H -5.234 -2.251 -3.782 0.251
H -4.863 -4.022 -3.757 0.465
O 3.518 -6.297 -3.147 -0.596
S 2.340 -6.984 -2.609 1.088
O 2.453 -8.110 -1.693 -0.645
O 1.305 -5.904 -2.030 -0.098
C 1.693 -5.198 -0.874 -0.354
C 0.670 -4.055 -0.497 -0.391
C 1.449 -7.465 -4.099 -0.784
H 2.593 -4.708 -1.246 -0.062
H 1.920 -5.908 -0.079 0.488
H -0.350 -4.420 -0.619 0.315
H 0.752 -3.286 -1.266 -0.045
H 0.834 -3.522 0.440 0.245
H 0.573 -8.024 -3.768 0.372
H 2.204 -8.000 -4.674 0.387
H 1.151 -6.563 -4.633 0.082
O 0.062 -2.827 4.027 -0.499
S 0.660 -2.384 5.269 1.161
O 0.799 -3.276 6.439 -0.697
O 2.115 -1.713 4.967 -0.192
C 3.061 -2.577 4.500 -0.455
C 3.991 -1.997 3.436 -0.488
C -0.367 -0.882 5.754 -0.407
H 2.553 -3.493 4.198 0.552
H 3.697 -2.877 5.333 0.278
H 4.023 -0.914 3.315 -0.130
H 3.653 -2.221 2.424 -0.025
H 4.975 -2.426 3.623 0.417
H -0.038 -0.764 6.787 0.545
H -1.430 -0.940 5.523 -0.133
H -0.060 0.013 5.214 0.095
O 2.126 8.580 5.710 -0.639
S 2.812 7.389 6.302 1.170
O 2.687 7.040 7.751 -0.582
O 2.275 6.083 5.402 -0.187
C 2.073 6.239 4.005 -0.472
C 1.834 4.868 3.387 -0.424
C 4.583 7.416 5.817 -0.736
H 2.988 6.496 3.470 0.281
H 1.287 6.969 3.816 0.330
H 0.786 4.625 3.565 0.362
H 2.527 4.155 3.832 -0.248
H 2.062 5.006 2.330 0.361
H 4.701 7.959 4.879 0.345
H 4.885 6.369 5.807 0.063
H 5.087 8.000 6.587 0.413
O 2.509 -4.794 -6.184 -0.603
S 1.943 -3.394 -6.407 1.265
O 2.774 -2.177 -6.432 -0.579
O 0.805 -3.468 -7.616 -0.347
C 0.199 -2.301 -8.067 0.231
C -0.837 -2.670 -9.150 -1.390
C 0.663 -3.167 -5.033 -0.662
H 0.985 -1.648 -8.446 0.310
H -0.343 -1.934 -7.196 0.071
H -1.598 -3.335 -8.743 0.264
H -0.309 -3.265 -9.896 0.387
H -1.297 -1.776 -9.573 0.372
H 0.275 -2.152 -5.122 0.209
H 1.175 -3.306 -4.081 0.059
H -0.177 -3.859 -5.108 0.441
O -6.496 1.624 -2.571 -0.608
S -5.904 2.918 -2.773 1.228
O -6.545 4.139 -2.232 -0.653
O -4.385 2.837 -2.118 -0.156
C -3.743 4.061 -1.799 -0.509
C -2.412 3.706 -1.180 -0.641
C -5.341 3.092 -4.531 -0.743
H -4.267 4.601 -1.010 0.317
H -3.735 4.656 -2.712 0.460
H -2.127 2.755 -1.629 -0.191
H -2.400 3.368 -0.143 0.318
H -1.645 4.439 -1.432 0.428
H -4.260 2.967 -4.600 0.198
H -5.739 4.081 -4.758 0.404
H -5.876 2.356 -5.131 0.198
C 0.195 1.744 -5.191 -0.412
C 1.446 1.259 -5.187 -0.449
C 2.420 1.351 -4.117 0.096
O 3.407 0.658 -4.041 -0.563
C 1.972 2.270 -3.065 -0.004
C 0.716 2.826 -2.966 -0.332
C -0.277 2.463 -4.050 0.545
O -1.442 2.809 -4.069 -0.543
H -0.526 1.704 -5.994 0.485
H 1.664 0.609 -6.021 0.431
H 2.681 2.529 -2.293 0.328
H 0.416 3.548 -2.221 0.377
C -5.987 2.826 5.562 -0.389
C -4.754 2.607 6.070 -0.424
C -3.828 1.701 5.500 0.225
O -2.823 1.231 6.023 -0.503
C -4.261 1.383 4.132 -0.137
C -5.452 1.678 3.492 0.072
C -6.480 2.432 4.245 0.050
O -7.596 2.701 3.811 -0.567
H -6.629 3.319 6.277 0.384
H -4.403 3.071 6.979 0.426
H -3.440 0.880 3.643 0.300
H -5.547 1.391 2.455 0.492
C 4.054 3.823 6.664 -0.438
C 2.934 3.183 7.122 -0.407
C 2.352 2.021 6.517 0.187
O 1.368 1.449 6.983 -0.507
C 3.045 1.613 5.332 0.802
C 4.149 2.240 4.836 -0.693
C 4.724 3.448 5.407 -0.012
O 5.736 4.089 5.072 -0.637
H 4.451 4.691 7.168 0.683
H 2.374 3.723 7.871 0.429
H 2.804 0.663 4.879 0.144
H 4.700 1.835 4.000 0.455
C -2.565 -2.577 0.921 -0.337
C -2.542 -1.326 1.396 -0.567
C -3.363 -0.246 0.918 1.655
O -3.325 0.909 1.423 -1.038
C -4.398 -0.688 -0.071 -0.738
C -4.503 -1.981 -0.489 -0.753
C -3.556 -3.096 -0.034 -0.028
O -3.626 -4.258 -0.374 -0.663
H -1.881 -3.267 1.392 0.697
H -1.974 -1.266 2.313 0.441
H -5.087 0.092 -0.360 0.648
H -5.304 -2.341 -1.119 0.608
C 6.198 -1.067 -1.982 -0.379
C 4.887 -1.159 -1.652 0.283
C 4.010 -2.219 -2.127 0.145
O 2.861 -2.313 -1.706 -0.142
C 4.639 -3.155 -3.103 0.058
C 5.959 -3.032 -3.466 -0.585
C 6.868 -1.977 -2.967 0.076
O 8.063 -1.875 -3.276 -0.590
H 6.649 -0.157 -1.617 0.353
H 4.464 -0.296 -1.159 -0.029
H 4.071 -4.036 -3.363 0.300
H 6.256 -3.612 -4.327 0.446
C -4.880 -3.923 6.485 -0.359
C -4.196 -2.812 6.134 -0.466
C -4.240 -2.197 4.803 0.445
O -3.409 -1.468 4.310 -0.069
C -5.295 -2.832 4.003 -0.370
C -5.915 -4.002 4.283 -0.544
C -5.693 -4.675 5.523 0.297
O -6.200 -5.746 5.829 -0.558
H -4.648 -4.294 7.472 0.386
H -3.558 -2.336 6.864 0.423
H -5.573 -2.332 3.086 0.435
H -6.733 -4.408 3.707 0.433
C 6.469 2.875 -0.896 -0.397
C 7.353 3.863 -0.593 -0.680
C 7.202 4.614 0.722 0.115
O 8.038 5.335 1.219 -0.534
C 5.921 4.402 1.391 -0.447
C 4.992 3.498 1.043 0.162
C 5.209 2.662 -0.144 0.274
O 4.234 2.010 -0.593 -0.144
H 6.704 2.269 -1.758 0.432
H 8.274 3.944 -1.151 0.407
H 5.819 4.972 2.302 0.439
H 4.095 3.548 1.642 0.441
```

For the lowest unoccupied orbital energy, the calculation gives -2.431 eV.



Question: lowest unoccupied orbital energy of number 2 (C62H80Br2O32S6)?
Answer: -2.431 eV



Question: Which of these has the lowest lowest unoccupied orbital energy?
Answer: C62H80Br2O32S6



Question: The lowest lowest unoccupied orbital energy belongs to which entry?
Answer: C62H80Br2O32S6



Question: Which of these has the lowest lowest unoccupied orbital energy?
Answer: C62H80Br2O32S6